# C5H14O3

3 unconnected molecules or ions with the total composition C5H14O3 (the ωB97M-V functional and the def2-TZVPD basis, the Open Molecules 2025 dataset).

The HOMO-LUMO gap is 7.30 eV. The value obtained for the electronic energy is -424.3523 Eh. As for the largest force on an atom: 0.78 eV/A. As for the HOMO energy: -0.3177 Eh. As for the energy relative to the best compared isomer or geometry (same formula, charge and spin): 159.3 kcal per mole. Its charge is 0. For the lowest unoccupied orbital energy, the calculation gives -0.049 Eh.

Geometry (Å):
H -2.1962 0.3474 1.7857
C -1.5665 -0.5408 1.8253
C 1.3220 1.6403 1.0355
O 0.1468 1.9869 -1.0990
H 1.1161 0.3657 -1.6179
O 1.2981 1.4552 -1.7446
O 0.7290 -0.8461 -1.1699
H 2.0084 0.8703 0.6900
H 1.0815 1.4638 2.0844
H -0.7797 -0.3774 2.5616
C -1.0077 -0.9243 0.4892
H -0.2782 -2.5666 -1.6515
H 1.8113 2.6111 0.9350
H 1.2900 -2.3799 -2.4443
H -0.1035 -1.4127 -2.9894
H -0.3471 -1.7765 0.5023
H -2.1711 -1.3846 2.1864
H -1.6912 -0.9301 -0.3498
H -0.7731 2.1838 0.6236
C 0.0609 1.6152 0.2061
H -0.3561 0.4195 0.2443
C 0.4061 -1.8204 -2.1031